2 unconnected molecules or ions with the total composition C4H7NO. Source: the Open Molecules 2025 dataset; level of theory: the ωB97M-V functional and the def2-TZVPD basis.

Output
electronic energy: -7797.5623 eV
net charge: 0
HOMO level: -10.075 eV
ΔE to the lowest compared entry with this formula, charge and spin: 48.0 kcal per mole
F_max: 2.5 eV/Å
frontier orbital gap: 10.7402 eV
SMILES: C=C(C)C#N.O

Structure (XYZ):
```
13
Properties=species:S:1:pos:R:3:forces:R:3:mulliken_charge:R:1
H -1.670 -0.681 1.174 -0.1 -1.6 0.6 0.3603
C -1.504 0.240 0.713 1.3 2.0 -0.2 -1.2301
H -2.449 0.697 0.522 -0.9 0.2 -0.7 0.3594
C -0.432 -0.745 -1.473 -1.6 -0.4 1.5 -0.8825
H 2.700 -1.353 1.120 -0.3 2.0 -0.4 0.3082
N 1.027 2.133 -0.758 0.0 -0.8 0.4 -0.4579
H -1.095 0.957 1.476 0.1 -0.9 -0.7 0.3223
C -0.575 0.163 -0.511 -0.5 -0.8 0.9 0.9143
H 2.242 0.277 0.842 1.1 -0.7 -0.1 0.3361
H 0.396 -0.625 -2.095 1.0 -0.1 -1.3 0.3269
O 2.032 -0.625 1.111 -0.6 -1.2 0.5 -0.6469
H -1.072 -1.614 -1.534 0.0 0.0 -0.2 0.2913
C 0.400 1.175 -0.585 0.5 2.5 -0.4 -0.0014
```
Forces are in eV/Å.

***

A molecular structure, CH3O3S3. Source: the Open Molecules 2025 dataset; level of theory: the ωB97M-V functional and the def2-TZVPD basis.

Output
electronic energy: -39734.7193 eV
net charge: -1
HOMO level: -4.592 eV
ΔE to the lowest compared entry with this formula, charge and spin: 17.2 kcal per mole
F_max: 2.9 eV/Å
frontier orbital gap: 7.9783 eV

Structure (XYZ):
```
10
Properties=species:S:1:pos:R:3:forces:R:3:mulliken_charge:R:1
O 2.558 -1.656 -1.913 -0.3 -0.3 -1.2 -0.6082
S 0.188 1.570 0.153 -2.4 0.7 0.4 -0.3276
H 0.208 -0.798 0.627 0.6 -0.9 2.7 0.2464
O 0.385 -0.668 -1.271 0.0 -0.9 0.1 -0.3190
S 1.788 -2.571 0.604 -0.4 0.3 0.1 -0.4986
H 1.469 1.283 0.026 0.8 0.1 0.0 0.2705
H -1.281 -0.369 -0.013 -0.4 0.2 -0.6 0.2653
C -0.220 -0.185 -0.074 -0.6 1.7 -1.4 -0.3398
S 1.871 -1.160 -0.765 2.1 0.5 -0.5 1.0245
O 2.445 0.117 -0.305 0.7 -1.3 0.3 -0.7137
```
Forces are in eV/Å.

***

What is the net charge in the second record? -1

***

Among the records above, which one has the highest net charge? C4H7NO

***

Among the records above, which one has the lowest ΔE to the lowest compared entry with this formula, charge and spin? CH3O3S3